Entry 1:
This record from the OMol25 dataset describes C21H27AlClF8N4O8 as an isolated structure in a non-equilibrium geometry. The level of theory is ωB97M-V with the def2-TZVPD basis set.

CARTESIAN COORDINATES (ANGSTROEM)
C -0.905 3.858 3.841
C -0.945 2.349 3.771
O -0.355 1.905 2.547
C -0.548 0.552 2.269
N -1.084 0.411 0.933
C -0.632 -0.021 -0.258
N 0.587 -0.455 -0.558
C 1.784 -0.567 0.263
C 2.875 -1.243 -0.548
O 3.259 -0.415 -1.651
C 2.975 -0.910 -2.923
C 2.708 0.193 -3.965
F 3.377 -0.165 -5.100
F 3.166 1.364 -3.534
C 1.190 0.287 -4.216
F 0.684 0.947 -3.172
F 0.708 -1.001 -4.257
C 0.770 0.943 -5.528
F 1.382 2.134 -5.655
F 1.258 0.190 -6.519
C -0.781 1.108 -5.625
F -1.412 0.582 -4.555
F -1.020 2.440 -5.684
N -1.583 0.029 -1.199
C -2.659 0.530 -0.617
C -3.925 0.770 -1.353
C -5.214 0.409 -0.610
N -2.393 0.784 0.660
O -3.190 1.323 1.606
H -1.232 4.174 4.827
H -1.664 4.241 3.157
H 0.078 4.243 3.599
H -0.387 1.930 4.612
H -1.981 2.020 3.890
H -1.299 0.167 2.962
H 0.348 -0.045 2.399
H 0.667 -0.735 -1.518
H 2.142 0.415 0.569
H 1.597 -1.219 1.114
H 3.732 -1.339 0.112
H 2.574 -2.248 -0.834
H 3.844 -1.482 -3.284
H 2.128 -1.598 -2.885
H -1.197 0.586 -6.512
H -3.914 1.823 -1.643
H -3.830 0.199 -2.271
H -6.031 0.995 -1.021
H -5.183 0.618 0.452
H -5.461 -0.632 -0.790
H -2.998 2.276 1.622
C 1.264 -6.222 0.754
C 1.682 -4.842 0.761
C 2.824 -4.517 1.691
O 3.327 -3.411 1.749
C 3.309 -5.584 2.541
C 2.883 -6.977 2.548
C 1.810 -7.324 1.535
O 1.404 -8.448 1.371
O 3.336 -7.814 3.288
O 1.180 -3.968 0.078
H 0.451 -6.511 0.093
H 4.084 -5.281 3.239
Al 2.275 -2.629 -5.136
C -2.177 7.033 5.817
O -0.804 6.651 5.806
H -2.702 6.396 5.108
H -2.615 6.896 6.808
H -2.297 8.074 5.512
H -0.341 7.214 6.433
Cl -0.904 -1.452 -6.919

The value obtained for the largest force on an atom is 0.0327 hartree/bohr. The multiplicity is 1. As for the charge: +1. For the total energy, the calculation gives -85398.507 eV. The LUMO energy comes out at -7.29 eV. The HOMO-LUMO gap comes out at 0.0845 Eh. The calculation puts the HOMO energy at -9.589 eV.

***

Entry 2:
This record from the OMol25 dataset describes C35H52CeP4S as an isolated structure in a non-equilibrium geometry. The level of theory is ωB97M-V with the def2-TZVPD basis set.

CARTESIAN COORDINATES (ANGSTROEM)
Ce -0.397 -0.283 -0.736
P 2.395 0.466 -0.044
P -0.426 2.489 -1.839
P 0.831 -3.017 -0.387
H -2.658 -1.357 -3.139
C -2.345 -2.011 -2.323
C -2.218 -1.601 -1.020
H -2.742 -0.661 -0.679
C 3.373 0.251 -1.592
C 2.858 2.175 0.456
C 3.332 -0.512 1.201
C -1.953 3.160 -2.576
C 0.057 3.936 -0.823
C 0.739 2.572 -3.255
C -0.136 -4.509 -0.840
C 1.246 -3.495 1.340
C 2.409 -3.355 -1.259
H -2.591 -3.066 -2.518
H -1.747 -2.293 -0.274
H 4.434 0.488 -1.422
H 2.982 0.917 -2.376
H 3.286 -0.782 -1.957
H 3.779 2.187 1.056
H 2.052 2.600 1.067
H 3.011 2.813 -0.423
H 4.231 0.025 1.531
H 3.638 -1.485 0.803
H 2.694 -0.684 2.077
H -1.796 4.203 -2.870
H -2.770 3.136 -1.846
H -2.198 2.575 -3.469
H -0.271 4.857 -1.318
H 1.139 3.966 -0.643
H -0.466 3.890 0.139
H 0.373 3.300 -3.990
H 0.814 1.584 -3.730
H 1.741 2.880 -2.931
H 0.517 -5.388 -0.832
H -0.581 -4.414 -1.836
H -0.931 -4.669 -0.103
H 1.700 -4.497 1.376
H 0.330 -3.501 1.940
H 1.926 -2.767 1.799
H 2.564 -4.440 -1.320
H 3.261 -2.905 -0.734
H 2.365 -2.942 -2.276
C -0.310 -1.694 -5.098
C 1.082 -1.531 -5.240
C 1.535 -0.486 -6.050
C 0.625 0.460 -6.560
C -0.712 0.435 -6.133
C -1.172 -0.606 -5.332
S -0.988 -3.244 -4.723
H 0.153 -3.785 -4.290
H 1.746 -2.281 -4.779
H 2.608 -0.417 -6.251
H 0.947 1.233 -7.271
H -1.410 1.215 -6.432
H -2.201 -0.644 -4.965
C 1.276 2.238 6.249
C 2.076 2.141 5.109
C 1.578 1.591 3.924
C 0.253 1.120 3.871
C -0.547 1.211 5.025
C -0.030 1.760 6.197
P -0.457 0.428 2.334
C -1.116 -1.151 3.058
C -2.282 -1.759 2.565
C -2.640 -3.033 3.002
C -1.862 -3.713 3.946
C -0.709 -3.103 4.454
C -0.313 -1.852 3.984
C -1.817 1.630 2.018
C -1.773 2.953 2.518
C -2.687 3.921 2.092
C -3.590 3.625 1.061
C -3.603 2.336 0.516
C -2.761 1.339 1.014
H 1.671 2.664 7.176
H 3.105 2.497 5.150
H 2.202 1.512 3.028
H -1.574 0.850 4.995
H -0.664 1.814 7.078
H -2.929 -1.215 1.869
H -3.548 -3.496 2.616
H -2.188 -4.675 4.337
H -0.106 -3.608 5.207
H 0.608 -1.393 4.363
H -1.039 3.230 3.280
H -2.707 4.913 2.550
H -4.325 4.366 0.731
H -4.316 2.059 -0.275
H -2.939 0.309 0.676

The value obtained for the largest force on an atom is 0.0816 hartree/bohr. The multiplicity is 2. As for the charge: +3. For the total energy, the calculation gives -98031.778 eV. The LUMO energy (alpha / beta) comes out at -9.82 / -9.76 eV. The HOMO-LUMO gap (alpha / beta) comes out at 0.2069 / 0.2093 Eh. The calculation puts the HOMO energy (alpha / beta) at -15.455 / -15.456 eV.

***

Entry 3:
This record from the OMol25 dataset describes a 2-piece molecular cluster, C3H11N3O overall. The level of theory is ωB97M-V with the def2-TZVPD basis set.

CARTESIAN COORDINATES (ANGSTROEM)
C -0.086 1.631 -0.469
C 1.047 0.358 1.172
C 2.266 1.313 -0.613
N -1.153 -2.878 0.143
N -1.871 0.242 0.124
N 1.155 1.062 0.060
O -0.984 0.663 -0.923
H -0.558 2.236 0.314
H 0.151 2.247 -1.341
H -1.688 -3.530 -0.414
H -2.814 0.440 -0.210
H 1.918 -0.122 1.572
H 0.081 0.190 1.596
H -0.372 -2.566 -0.424
H 2.245 1.948 -1.475
H 3.197 0.924 -0.256
H -0.769 -3.389 0.932
H -1.766 -0.772 0.213

Its energy above the lowest of the compared OMol25 structures with the same formula, charge and spin is 4.819 eV. The value obtained for the largest force on an atom is 0.0192 hartree/bohr. The multiplicity is 1. For the total energy, the calculation gives -9803.182 eV. The LUMO energy comes out at 0.95 eV. The HOMO-LUMO gap comes out at 0.2734 Eh. The calculation puts the HOMO energy at -6.484 eV.

***

> Which value of multiplicity does entry 3 give?

1

***

> Which value of largest force on an atom does entry 2 give?

0.0816 hartree/bohr

***

> Look up the multiplicity of the third one.

1